# 1
Computed, not measured: the molecule C3H3N3O at a distorted geometry, with ωB97M-V with the def2-TZVPD basis set.

As for the maximum force: 13.95 eV/A. The LUMO energy comes out at 0.272 eV. The calculation puts the HOMO-LUMO gap at 10.231 eV. For the highest occupied orbital energy, the calculation gives -0.36599 hartree. The SMILES is Oc1ncncn1. The net charge is 0.

CARTESIAN COORDINATES (ANGSTROEM)
1 O -2.263 0.380 -0.308
2 C -1.022 -0.057 0.006
3 N -0.150 -0.493 -0.948
4 C 1.137 -0.507 -0.782
5 N 1.680 0.016 0.376
6 C 0.812 0.426 1.062
7 N -0.532 0.330 1.160
8 H -2.535 -0.086 -1.105
9 H 1.716 -0.903 -1.563
10 H 1.157 0.895 2.101

---

# 2
Computed, not measured: a cluster of 2 separate species, CH4BrClOP in total at a distorted geometry, with ωB97M-V with the def2-TZVPD basis set.

As for the maximum force: 5.33 eV/A. The LUMO energy comes out at -6.565 eV. The calculation puts the HOMO-LUMO gap at 8.420 eV. For the highest occupied orbital energy, the calculation gives -0.55068 hartree. The net charge is +1.

CARTESIAN COORDINATES (ANGSTROEM)
1 C -2.177 -0.298 0.241
2 O 1.726 0.271 0.520
3 P -2.155 0.096 1.823
4 Cl -0.637 0.151 2.958
5 Br -4.115 -0.163 2.843
6 H -1.187 -0.459 -0.328
7 H 2.610 0.739 0.348
8 H -2.997 -0.144 -0.318
9 H 1.928 -0.456 1.155